Record 1
{
  "formula": "C21H39N2O2P3Re",
  "method": "ωB97M-V with the def2-TZVPD basis set",
  "multiplicity": 4,
  "homo_ev": [-21.074, -20.896],
  "de_lowest_kj_mol": 49.1,
  "lumo_energy_ev": [-12.40, -16.71],
  "charge": 4,
  "orbital_gap_ev": [8.679, 4.182],
  "elements": ["P", "C", "H", "H", "H", "C", "H", "H", "H", "C", "H", "H", "H", "P", "C", "H", "H", "H", "C", "H", "H", "H", "C", "H", "H", "H", "P", "C", "H", "H", "H", "C", "H", "H", "H", "C", "H", "H", "H", "Re", "C", "O", "C", "O", "C", "C", "C", "C", "C", "C", "H", "H", "H", "H", "H", "H", "C", "C", "N", "C", "C", "N", "H", "H", "H", "H", "H", "H"],
  "positions_angstrom": [[2.680, -0.669, 0.016], [3.499, -0.928, 1.660], [4.584, -0.941, 1.511], [3.192, -1.882, 2.093], [3.221, -0.109, 2.328], [3.393, -2.181, -0.757], [3.324, -2.101, -1.843], [2.828, -3.060, -0.437], [4.437, -2.309, -0.444], [3.859, 0.629, -0.527], [4.886, 0.244, -0.527], [3.765, 1.464, 0.173], [3.558, 0.947, -1.525], [-0.715, 2.548, -0.463], [-0.792, 3.701, 1.011], [-1.303, 4.627, 0.725], [0.221, 3.938, 1.346], [-1.347, 3.230, 1.826], [0.186, 3.751, -1.515], [0.104, 3.477, -2.567], [1.238, 3.743, -1.218], [-0.208, 4.764, -1.365], [-2.459, 2.846, -0.966], [-2.633, 3.912, -1.157], [-3.125, 2.514, -0.163], [-2.656, 2.272, -1.872], [-1.930, -1.958, 0.019], [-2.804, -2.274, 1.619], [-3.371, -3.208, 1.536], [-3.466, -1.431, 1.827], [-2.085, -2.363, 2.435], [-3.468, -1.953, -0.992], [-4.157, -2.735, -0.647], [-3.219, -2.093, -2.045], [-3.928, -0.972, -0.855], [-1.395, -3.706, -0.225], [-2.256, -4.384, -0.283], [-0.768, -4.019, 0.613], [-0.814, -3.743, -1.148], [-0.083, 0.317, 0.146], [1.108, 1.350, 1.205], [1.816, 1.955, 1.943], [-1.640, 0.614, 1.194], [-2.562, 0.837, 1.906], [-1.285, -0.327, -3.433], [-0.637, -1.555, -3.301], [0.754, -1.604, -3.220], [1.501, -0.434, -3.361], [0.853, 0.794, -3.490], [-0.539, 0.843, -3.573], [-2.370, -0.283, -3.391], [-1.223, -2.465, -3.206], [1.260, -2.546, -3.024], [2.585, -0.478, -3.309], [1.428, 1.716, -3.493], [-1.039, 1.801, -3.684], [-0.122, 0.138, 3.968], [0.248, -1.028, 3.158], [0.352, -1.192, 1.831], [0.806, -2.502, 1.628], [0.941, -3.121, 2.847], [0.578, -2.181, 3.792], [-1.041, -0.073, 4.545], [0.698, 0.386, 4.670], [-0.304, 1.010, 3.326], [1.032, -2.874, 0.647], [1.260, -4.116, 3.081], [0.575, -2.278, 4.814]]
}



Record 2
{
  "formula": "C21H39N2O32S8",
  "method": "ωB97M-V with the def2-TZVPD basis set",
  "homo_ev": -11.670,
  "lumo_energy_ev": -5.30,
  "charge": 1,
  "orbital_gap_ev": 6.369,
  "elements": ["N", "N", "C", "C", "C", "C", "C", "H", "H", "H", "H", "H", "H", "H", "C", "C", "O", "S", "O", "O", "O", "H", "H", "H", "H", "C", "C", "O", "S", "O", "O", "O", "H", "H", "H", "H", "C", "C", "O", "S", "O", "O", "O", "H", "H", "H", "H", "C", "C", "O", "S", "O", "O", "O", "H", "H", "H", "H", "C", "C", "O", "S", "O", "O", "O", "H", "H", "H", "H", "C", "C", "O", "S", "O", "O", "O", "H", "H", "H", "H", "C", "C", "O", "S", "O", "O", "O", "H", "H", "H", "H", "C", "C", "O", "S", "O", "O", "O", "H", "H", "H", "H"],
  "positions_angstrom": [[1.589, -2.819, -0.667], [0.238, -2.405, -0.658], [-0.031, -0.973, -0.648], [-1.530, -0.514, -0.588], [-2.690, -1.579, -0.532], [-2.311, -3.101, -0.586], [-0.767, -3.461, -0.645], [2.083, -2.439, -1.493], [1.985, -2.318, 0.164], [0.829, -0.219, -0.683], [-1.796, 0.614, -0.579], [-3.781, -1.220, -0.456], [-3.146, -3.906, -0.542], [-0.480, -4.571, -0.675], [-5.980, -1.145, 4.208], [-4.535, -1.127, 3.732], [-4.604, -1.362, 2.325], [-5.980, -0.717, 1.749], [-5.675, 0.574, 1.202], [-6.681, -1.730, 1.013], [-6.726, -0.501, 3.173], [-6.351, -2.169, 4.308], [-6.110, -0.619, 5.155], [-3.927, -1.890, 4.221], [-4.080, -0.145, 3.888], [2.901, -5.504, -3.356], [2.609, -4.349, -4.305], [3.864, -4.033, -4.903], [4.746, -5.393, -5.032], [4.593, -5.902, -6.364], [6.024, -5.162, -4.429], [3.859, -6.316, -4.031], [3.353, -5.146, -2.426], [2.006, -6.083, -3.124], [2.198, -3.481, -3.789], [1.924, -4.657, -5.101], [-0.111, 3.249, 2.245], [-1.214, 3.951, 1.468], [-2.392, 3.179, 1.719], [-2.304, 2.548, 3.212], [-3.047, 3.391, 4.102], [-2.520, 1.131, 3.118], [-0.723, 2.815, 3.463], [0.247, 2.364, 1.710], [0.730, 3.911, 2.455], [-1.005, 3.999, 0.399], [-1.385, 4.962, 1.850], [4.728, 4.485, 4.771], [3.359, 4.843, 5.332], [2.875, 5.891, 4.491], [3.442, 5.665, 2.986], [2.428, 5.001, 2.221], [4.078, 6.876, 2.557], [4.590, 4.575, 3.352], [5.486, 5.208, 5.086], [5.042, 3.481, 5.061], [3.409, 5.175, 6.370], [2.667, 4.000, 5.253], [0.981, 0.669, 7.957], [0.867, 2.148, 7.615], [2.214, 2.616, 7.541], [3.164, 1.414, 7.002], [3.355, 1.591, 5.590], [4.251, 1.250, 7.920], [2.111, 0.197, 7.221], [1.184, 0.525, 9.022], [0.086, 0.111, 7.679], [0.306, 2.706, 8.365], [0.405, 2.292, 6.634], [2.873, 8.615, -2.094], [1.820, 9.418, -1.345], [1.252, 8.504, -0.409], [2.397, 7.445, 0.059], [2.949, 7.900, 1.309], [1.890, 6.120, -0.140], [3.473, 7.767, -1.114], [2.415, 7.980, -2.858], [3.627, 9.253, -2.558], [1.051, 9.817, -2.008], [2.276, 10.239, -0.782], [5.349, -8.888, -8.915], [4.102, -8.774, -8.051], [3.073, -9.425, -8.795], [3.729, -10.636, -9.657], [3.543, -11.858, -8.929], [3.339, -10.479, -11.027], [5.283, -10.187, -9.505], [5.341, -8.147, -9.720], [6.266, -8.781, -8.333], [3.832, -7.737, -7.845], [4.227, -9.311, -7.105], [-8.562, -0.094, -1.288], [-7.116, -0.079, -1.762], [-7.183, -0.314, -3.168], [-8.558, 0.332, -3.747], [-8.252, 1.623, -4.293], [-9.258, -0.678, -4.483], [-9.306, 0.550, -2.322], [-8.933, -1.118, -1.188], [-8.691, 0.432, -0.341], [-6.510, -0.841, -1.273], [-6.660, 0.904, -1.605]]
}



Record 3
{
  "formula": "C21H39N5O4Ti",
  "method": "ωB97M-V with the def2-TZVPD basis set",
  "homo_ev": -14.148,
  "de_lowest_kj_mol": 0.0,
  "lumo_energy_ev": -6.97,
  "charge": 2,
  "orbital_gap_ev": 7.182,
  "elements": ["Ti", "N", "C", "O", "C", "C", "H", "H", "H", "H", "H", "H", "C", "N", "C", "C", "C", "N", "C", "C", "H", "H", "H", "H", "H", "H", "H", "H", "H", "H", "H", "H", "H", "H", "H", "H", "C", "C", "N", "C", "C", "C", "O", "C", "C", "C", "C", "N", "C", "H", "H", "H", "H", "H", "H", "H", "H", "H", "H", "H", "H", "H", "H", "C", "C", "O", "O", "H", "H", "H"],
  "positions_angstrom": [[0.092, -0.031, 1.920], [1.314, -3.772, 0.860], [1.273, -2.496, 1.237], [0.242, -1.820, 1.060], [2.410, -1.834, 1.961], [2.127, -0.365, 2.295], [0.498, -4.181, 0.422], [2.103, -4.368, 1.012], [3.350, -1.971, 1.409], [2.520, -2.389, 2.894], [2.727, 0.334, 1.723], [2.271, -0.182, 3.357], [1.446, 2.395, 3.591], [0.107, 1.805, 3.370], [-0.445, 1.443, 4.724], [-0.762, 2.894, 2.807], [-1.943, 2.304, 2.112], [-1.472, 1.461, 0.940], [-1.103, 2.369, -0.182], [-2.663, 0.652, 0.463], [1.340, 3.282, 4.225], [1.896, 2.679, 2.642], [2.092, 1.709, 4.121], [0.205, 0.687, 5.185], [-1.487, 1.099, 4.664], [-0.407, 2.330, 5.347], [-0.141, 3.502, 2.163], [-1.068, 3.555, 3.641], [-2.651, 3.051, 1.750], [-2.455, 1.627, 2.776], [-1.816, 3.176, -0.194], [-1.176, 1.859, -1.150], [-0.114, 2.794, -0.020], [-2.349, 0.027, -0.377], [-3.401, 1.355, 0.072], [-3.066, 0.019, 1.255], [1.398, -2.310, -5.437], [1.253, -0.858, -5.111], [-0.107, -0.476, -4.723], [-1.184, -0.760, -5.698], [-1.946, -2.058, -5.472], [-0.498, -0.033, -3.504], [-1.653, 0.050, -3.107], [0.577, 0.458, -2.507], [1.466, 1.486, -2.748], [2.177, 1.967, -1.660], [1.968, 1.452, -0.413], [1.105, 0.469, -0.166], [0.423, 0.000, -1.205], [2.438, -2.498, -5.675], [0.833, -2.585, -6.315], [1.080, -2.952, -4.628], [1.569, -0.263, -5.980], [1.893, -0.586, -4.281], [-0.710, -0.804, -6.664], [-1.875, 0.080, -5.723], [-1.256, -2.913, -5.454], [-2.652, -2.251, -6.280], [-2.523, -2.056, -4.544], [1.646, 1.876, -3.743], [2.870, 2.793, -1.775], [2.512, 1.866, 0.431], [-0.296, -0.786, -1.024], [-1.742, -2.307, 4.640], [-1.027, -1.393, 3.692], [0.214, -1.189, 3.715], [-1.662, -0.768, 2.766], [-1.036, -2.710, 5.391], [-2.134, -3.131, 4.048], [-2.614, -1.808, 5.085]]
}